[1]
Entry from the OMol25 dataset: H7NO3Si2 as an isolated structure (wB97M-V/def2-TZVPD).

Results
- charge = 0
- E (Ha) = -863.788441

```
13
Properties=species:S:1:pos:R:3:forces:R:3:mulliken_charge:R:1
N -1.18748 0.66699 2.04235 -0.181 -0.010 -3.408 -0.40
O 1.24197 0.19957 -2.34567 -1.879 -0.443 0.170 -0.42
O -1.52560 0.34163 -0.83206 -1.084 0.145 -1.772 -0.63
O 0.89488 0.54833 0.37244 -0.950 0.228 1.035 0.00
Si 1.88682 0.33684 -0.87390 3.613 -0.096 -0.733 0.21
Si -0.69982 0.61111 0.37234 0.272 -0.429 4.131 0.61
H -0.60305 0.68691 2.82031 1.296 0.098 1.106 0.24
H -2.07058 1.06810 2.22533 -1.043 0.172 0.295 0.22
H 0.29586 0.35572 -2.11325 -0.119 -0.313 -1.183 0.36
H -2.06312 -2.68991 -0.10455 -0.527 0.171 -0.100 0.05
H 2.51888 1.69306 -1.10348 0.479 -0.705 0.775 -0.11
H 2.67951 -0.95460 -0.47972 -0.422 1.356 -0.426 -0.09
H -1.36827 -2.86374 0.01986 0.546 -0.173 0.109 -0.04
```
Positions in Å, forces in eV/Å.

=====

[2]
Entry from the OMol25 dataset: a 2-piece molecular cluster, C22H32F2NO2Si2 overall (wB97M-V/def2-TZVPD).

Results
- charge = +1
- E (Ha) = -1841.193126

```
61
Properties=species:S:1:pos:R:3:forces:R:3:mulliken_charge:R:1
C -0.66829 4.29459 0.20124 0.228 0.182 0.179 -0.90
Si 0.32935 2.81651 -0.35400 -0.521 -0.101 -0.651 0.52
C 1.54567 3.33192 -1.67637 0.262 0.125 0.136 -1.11
C 1.10383 1.95498 1.10179 0.291 0.113 0.462 -0.94
O -0.45886 1.65258 -1.33876 0.465 0.550 -0.415 -0.38
N -1.64885 1.04996 -0.96359 -0.394 -0.650 2.144 0.41
O -1.97386 1.57469 0.35176 -0.795 0.363 -0.901 -0.49
Si -3.60200 2.17185 0.07494 0.986 0.074 -0.359 0.67
C -4.01545 3.18620 1.57217 -0.198 -0.129 0.179 -1.13
C -3.52734 3.18982 -1.50165 -0.153 0.033 -0.048 -1.02
C -4.69683 0.68331 -0.13936 -0.268 -0.058 0.068 -1.09
C -1.32862 -0.34309 -0.76379 1.253 -0.628 0.318 0.75
C -1.29599 -1.04080 -2.08409 -0.354 -0.321 -0.043 -1.43
C -0.93880 -0.89102 0.41212 -1.631 0.418 -1.076 -1.43
H 0.06351 5.08464 0.43746 -0.184 -0.107 -0.076 0.41
H -1.33600 4.69377 -0.57105 0.204 -0.155 0.129 0.24
H -1.24630 4.11328 1.11500 0.158 -0.046 -0.267 0.08
H 2.33300 3.97920 -1.26486 -0.120 -0.133 -0.152 0.37
H 2.02189 2.45624 -2.13783 -0.049 0.192 0.119 0.28
H 1.03363 3.88815 -2.47575 0.091 -0.151 0.271 0.28
H 1.54602 2.72216 1.75633 -0.014 -0.235 -0.080 0.62
H 0.37639 1.39052 1.69910 0.089 0.219 -0.203 0.26
H 1.91433 1.28378 0.79476 -0.022 0.096 -0.009 0.24
H -5.00293 3.64250 1.40914 0.199 -0.062 0.134 0.38
H -4.07892 2.54735 2.46273 -0.029 0.188 -0.110 0.30
H -3.29675 3.98980 1.76859 -0.179 -0.169 -0.106 0.33
H -4.49467 3.11674 -2.02099 0.248 0.071 0.055 0.46
H -3.32580 4.25327 -1.31870 -0.104 -0.257 -0.030 0.29
H -2.74818 2.78586 -2.16762 -0.361 0.229 0.197 0.27
H -5.67190 1.01383 -0.53030 0.209 -0.170 0.113 0.40
H -4.28178 -0.04998 -0.84555 -0.084 0.250 0.147 0.23
H -4.87025 0.17697 0.81944 0.020 0.065 -0.204 0.28
H -1.34868 -2.12787 -1.95736 0.034 0.196 -0.080 0.42
H -2.15344 -0.69612 -2.68085 0.295 -0.205 0.084 0.40
H -0.38246 -0.79518 -2.63727 -0.228 0.064 0.019 0.25
H -0.79189 -1.97044 0.43249 -0.095 0.196 0.147 0.59
H -1.04102 -0.32507 1.33485 0.234 -0.248 -0.143 0.42
F 3.26806 -4.10240 5.29384 -0.884 0.732 -1.433 -0.28
C 2.71307 -3.55353 4.16641 0.694 -0.477 0.998 0.43
C 2.68559 -2.16602 4.04839 -0.070 0.044 -0.258 -0.75
C 2.21715 -1.62119 2.86097 -0.156 -0.085 -0.400 -0.21
C 1.85237 -2.44907 1.75841 -0.746 -0.576 0.711 0.83
C 1.59980 -1.84999 0.47723 2.204 0.290 0.037 -0.63
C 2.09838 -2.36879 -0.75621 -0.311 -0.152 -0.541 0.70
C 2.02136 -1.55397 -1.93128 -0.043 0.023 0.160 -0.15
C 2.46572 -2.00076 -3.16659 -0.041 0.134 0.324 -0.68
C 3.01808 -3.27935 -3.24355 0.274 -0.344 -1.278 0.31
F 3.45194 -3.73283 -4.46124 -0.619 0.651 1.757 -0.28
C 3.16502 -4.10964 -2.13383 -0.105 0.166 0.529 -0.96
C 2.73784 -3.64049 -0.89902 -0.085 -0.081 -0.224 -0.44
C 1.77673 -3.85362 1.99222 0.323 0.123 0.078 -0.30
C 2.21838 -4.41229 3.18643 -0.138 0.179 -0.383 -0.89
H 3.03717 -1.53338 4.86117 -0.093 -0.216 -0.176 0.47
H 2.17285 -0.54063 2.73097 0.093 -0.181 0.084 0.34
H 1.33754 -0.78856 0.47534 0.098 -0.368 -0.015 -0.11
H 1.62227 -0.54000 -1.83096 0.007 -0.348 -0.086 0.51
H 2.38950 -1.37243 -4.05125 0.087 -0.198 0.168 0.51
H 3.62032 -5.09235 -2.23145 -0.031 0.272 -0.048 0.47
H 2.91612 -4.25407 -0.01969 0.032 0.143 -0.349 0.72
H 1.36874 -4.49979 1.21416 0.047 0.145 0.345 0.72
H 2.20425 -5.48976 3.34534 -0.019 0.324 0.050 0.45
```
Positions in Å, forces in eV/Å.